No. 1
{"formula": "C19H52O9Si", "method": "wB97M-V/def2-TZVPD", "symbols": ["C", "C", "C", "C", "C", "C", "C", "C", "C", "C", "C", "C", "C", "C", "C", "O", "C", "O", "O", "Si", "C", "C", "C", "H", "H", "H", "H", "H", "H", "H", "H", "H", "H", "H", "H", "H", "H", "H", "H", "H", "H", "H", "H", "H", "H", "H", "H", "H", "H", "H", "H", "H", "H", "H", "H", "H", "H", "H", "H", "H", "H", "H", "H", "O", "H", "H", "O", "H", "H", "O", "H", "H", "O", "H", "H", "O", "H", "H", "O", "H", "H"], "positions_angstrom": [[6.7622, -2.2558, 2.0229], [6.6054, -3.3569, 0.8628], [5.3714, -3.0926, -0.1199], [5.7138, -2.0872, -1.3366], [5.7383, -0.5640, -0.8508], [4.3710, -0.0937, -0.1105], [4.1975, 1.4617, -0.4540], [3.2826, 2.2704, 0.5693], [1.7083, 1.9662, 0.4255], [0.9370, 3.2021, 1.1311], [-0.4617, 3.5625, 0.4472], [-1.7060, 2.7304, 1.0723], [-2.5430, 1.9681, -0.0633], [-4.1319, 2.2444, 0.0880], [-4.9936, 1.4406, -0.9860], [-6.3439, 1.0904, -0.5169], [-6.4917, -0.2949, -0.8534], [-6.5778, -0.5915, -2.0509], [-6.4721, -1.1886, 0.2235], [-8.0265, -1.9094, 0.5343], [-9.0931, -0.8992, 1.7999], [-9.1318, -2.1131, -1.0179], [-7.6480, -3.6708, 1.2502], [7.8528, -2.2625, 2.3588], [6.5120, -1.1972, 1.6898], [6.0825, -2.4776, 2.9162], [7.5831, -3.4224, 0.2678], [6.3986, -4.3507, 1.3876], [5.1317, -4.0996, -0.6276], [4.4193, -2.7867, 0.4333], [6.7275, -2.3279, -1.8090], [4.8642, -2.1793, -2.1001], [6.6679, -0.2991, -0.2371], [5.7999, 0.0847, -1.7946], [4.4996, -0.3149, 0.9969], [3.5479, -0.7479, -0.5354], [3.8954, 1.5707, -1.5460], [5.2525, 1.9186, -0.3739], [3.5600, 2.0978, 1.6565], [3.4079, 3.3887, 0.3660], [1.3796, 1.7929, -0.6507], [1.4663, 1.0539, 1.0804], [0.7654, 2.9278, 2.2238], [1.5659, 4.1678, 1.1376], [-0.6766, 4.6586, 0.7209], [-0.4325, 3.4998, -0.6888], [-1.3348, 2.0054, 1.8796], [-2.4453, 3.4472, 1.5855], [-2.3852, 0.8351, 0.0203], [-2.1947, 2.3392, -1.0791], [-4.2961, 3.3712, -0.0715], [-4.4756, 2.0246, 1.1481], [-4.3871, 0.5324, -1.3070], [-5.1373, 2.1043, -1.9134], [-10.1688, -1.2697, 1.6246], [-9.0451, 0.1996, 1.5183], [-8.8175, -1.1210, 2.8784], [-9.4248, -1.0602, -1.3776], [-8.5709, -2.6880, -1.8260], [-10.1274, -2.6132, -0.7369], [-6.6320, -3.9596, 0.7897], [-7.4989, -3.6542, 2.3789], [-8.4093, -4.4394, 0.9116], [2.2352, -2.7570, -0.2728], [2.1980, -2.8516, -1.2324], [1.8680, -3.5856, 0.0578], [9.8706, -4.3167, 0.2006], [10.2296, -4.6831, 1.0174], [10.3948, -4.7342, -0.4929], [-4.7414, -0.9108, -4.8727], [-4.4725, -1.8356, -4.9108], [-5.0999, -0.8081, -3.9808], [-3.8316, 5.0403, 2.1337], [-4.1729, 4.6648, 2.9544], [-3.9399, 5.9919, 2.2494], [7.4425, -2.0840, -4.1909], [7.8226, -1.1999, -4.1258], [8.1834, -2.6712, -3.9999], [1.2101, 6.4369, 1.1930], [1.6282, 6.5015, 2.0601], [1.1129, 7.3554, 0.9144]], "lowdin_charge": [-0.124, -0.244, -0.227, -0.203, -0.226, -0.198, -0.219, -0.221, -0.193, -0.221, -0.195, -0.193, -0.199, -0.171, -0.173, -0.040, -0.514, 0.091, -0.073, 0.519, -0.185, -0.198, -0.186, 0.068, 0.044, 0.075, 0.083, 0.101, 0.105, 0.083, 0.090, 0.109, 0.104, 0.099, 0.106, 0.089, 0.115, 0.110, 0.115, 0.101, 0.112, 0.111, 0.108, 0.077, 0.094, 0.103, 0.109, 0.071, 0.112, 0.105, 0.113, 0.119, 0.129, 0.143, 0.046, 0.040, 0.037, 0.055, 0.051, 0.053, 0.044, 0.037, 0.038, -0.064, 0.047, 0.047, -0.060, 0.040, 0.036, -0.063, 0.032, 0.003, -0.059, 0.047, 0.044, -0.063, 0.039, 0.037, -0.059, 0.044, 0.042], "homo_lumo_gap_ha": 0.3682, "total_energy_ev": -46849.78330, "smiles": "CCCCCCCCCCCCCCCOC(=O)O[Si](C)(C)C.O.O.O.O.O.O", "lumo_energy_ev": 0.529}



No. 2
{"formula": "C19H54N15O8", "method": "wB97M-V/def2-TZVPD", "symbols": ["C", "C", "C", "C", "C", "C", "C", "C", "N", "C", "O", "C", "C", "C", "H", "H", "H", "H", "H", "H", "H", "H", "H", "H", "H", "H", "H", "H", "H", "H", "H", "H", "H", "H", "H", "H", "H", "H", "H", "H", "C", "O", "N", "N", "H", "H", "H", "H", "C", "O", "N", "N", "H", "H", "H", "H", "C", "O", "N", "N", "H", "H", "H", "H", "C", "O", "N", "N", "H", "H", "H", "H", "C", "O", "N", "N", "H", "H", "H", "H", "C", "O", "N", "N", "H", "H", "H", "H", "C", "O", "N", "N", "H", "H", "H", "H"], "positions_angstrom": [[-1.6259, 0.2593, -0.4055], [-2.6685, -0.7358, -0.9095], [-2.9217, -0.5823, -2.4063], [-4.0414, -1.4734, -2.9668], [-5.4583, -0.8596, -3.1328], [-5.6428, 0.4414, -2.3482], [-7.0936, 0.9651, -2.3455], [-7.7132, 1.1484, -0.9647], [-7.4740, 2.4967, -0.4158], [-6.4567, -1.8611, -2.7546], [-6.6491, -2.0442, -1.2528], [-7.4845, -3.1028, -0.9182], [-6.7506, -4.4255, -0.6233], [-5.3833, -4.2155, 0.0169], [-1.1486, -0.0660, 0.5220], [-0.8379, 0.4095, -1.1506], [-2.0814, 1.2357, -0.2197], [-2.3416, -1.7629, -0.7109], [-3.6056, -0.6033, -0.3609], [-1.9761, -0.8496, -2.8992], [-3.0933, 0.4710, -2.6453], [-4.0751, -2.3604, -2.3072], [-3.6964, -1.8496, -3.9419], [-5.3199, 0.3791, -1.2878], [-5.0164, 1.2283, -2.7827], [-7.7341, 0.3023, -2.9267], [-7.1260, 1.9372, -2.8569], [-8.7879, 0.9182, -0.9973], [-7.2568, 0.4103, -0.2972], [-8.1440, 2.6963, 0.3178], [-7.6000, 3.1896, -1.1426], [-6.1693, -2.8499, -3.1449], [-7.4765, -1.6608, -3.1186], [-8.0712, -2.8115, -0.0335], [-8.2070, -3.2759, -1.7357], [-6.6626, -5.0282, -1.5319], [-7.3746, -5.0039, 0.0694], [-4.8337, -5.1579, 0.0872], [-5.4799, -3.8125, 1.0288], [-4.7932, -3.5058, -0.5602], [2.0650, -0.7531, 1.3684], [1.6825, -1.8067, 0.8745], [2.1695, 0.4155, 0.6805], [2.4763, -0.6580, 2.6704], [2.4588, 1.2809, 1.1116], [1.8598, 0.4466, -0.2781], [2.5014, -1.5039, 3.2064], [2.8596, 0.1855, 3.0594], [1.3906, -0.6700, -3.3737], [1.6108, 0.4938, -3.0757], [1.9608, -1.7049, -2.6877], [0.5760, -1.0267, -4.4108], [1.7623, -2.6698, -2.8680], [2.5038, -1.4657, -1.8787], [0.1021, -0.2937, -4.9040], [0.3697, -1.9797, -4.6398], [5.8562, 0.1387, 2.2009], [5.1595, 0.8695, 2.8947], [7.1718, -0.0973, 2.4679], [5.3550, -0.4868, 1.0966], [7.7586, -0.6933, 1.9163], [7.5878, 0.3424, 3.2669], [4.3808, -0.3403, 0.8878], [5.8941, -1.1017, 0.5190], [10.8538, -1.6589, 1.6951], [10.1617, -0.9201, 2.3888], [12.1713, -1.8583, 1.9386], [10.3462, -2.3261, 0.6124], [12.7495, -2.4381, 1.3620], [12.5902, -1.3340, 2.6868], [9.3746, -2.2101, 0.3997], [10.8996, -2.9269, 0.0322], [12.6128, 1.9079, 1.2833], [13.1992, 1.1563, 2.0451], [11.2998, 1.7552, 0.9528], [13.2451, 2.9759, 0.6984], [10.8199, 2.3761, 0.3299], [10.7979, 0.9840, 1.3660], [14.2098, 3.1183, 0.9288], [12.7877, 3.6125, 0.0749], [2.7625, 4.3612, 1.4967], [2.3897, 3.2635, 1.1237], [1.9343, 5.4468, 1.4882], [4.0323, 4.5777, 1.9541], [2.2157, 6.3594, 1.7893], [0.9999, 5.3021, 1.1526], [4.6413, 3.7800, 1.9979], [4.3578, 5.4683, 2.2758], [-9.0642, 2.2261, 2.9126], [-9.0306, 3.4280, 2.7087], [-10.0624, 1.6326, 3.6459], [-8.1165, 1.3813, 2.4135], [-10.1100, 0.6458, 3.8094], [-10.7765, 2.2318, 4.0123], [-7.3929, 1.7837, 1.8384], [-8.1395, 0.3869, 2.5350]], "lowdin_charge": [-0.115, -0.271, -0.243, -0.229, -0.320, -0.246, -0.211, -0.303, -0.011, -0.244, -0.197, -0.301, -0.242, -0.113, 0.057, 0.055, 0.069, 0.102, 0.097, 0.083, 0.096, 0.077, 0.074, 0.090, 0.081, 0.083, 0.095, 0.098, 0.085, 0.019, 0.053, 0.101, 0.079, 0.104, 0.106, 0.093, 0.091, 0.061, 0.071, 0.048, -0.710, -0.001, 0.172, 0.154, 0.053, 0.092, 0.100, 0.078, -0.690, 0.007, 0.158, 0.153, 0.092, 0.081, 0.104, 0.091, -0.673, -0.004, 0.157, 0.169, 0.058, 0.100, 0.064, 0.091, -0.676, 0.000, 0.170, 0.156, 0.099, 0.102, 0.094, 0.094, -0.678, 0.012, 0.167, 0.141, 0.094, 0.072, 0.097, 0.088, -0.661, 0.028, 0.153, 0.157, 0.089, 0.108, 0.098, 0.089, -0.685, 0.014, 0.138, 0.161, 0.086, 0.093, 0.083, 0.098], "homo_lumo_gap_ha": 0.0965, "total_energy_ev": -59316.44607, "charge": -1, "lumo_energy_ev": 1.322}



No. 3
{"formula": "C19H55BF3O10S", "method": "wB97M-V/def2-TZVPD", "symbols": ["O", "H", "H", "H", "B", "H", "H", "H", "H", "C", "F", "F", "F", "S", "O", "O", "O", "C", "C", "C", "O", "H", "H", "H", "H", "H", "H", "H", "H", "C", "C", "C", "O", "H", "H", "H", "H", "H", "H", "H", "H", "C", "C", "C", "O", "H", "H", "H", "H", "H", "H", "H", "H", "C", "C", "C", "O", "H", "H", "H", "H", "H", "H", "H", "H", "C", "C", "C", "O", "H", "H", "H", "H", "H", "H", "H", "H", "C", "C", "C", "O", "H", "H", "H", "H", "H", "H", "H", "H"], "positions_angstrom": [[0.7103, 0.4249, -0.4882], [0.9884, 1.3776, -0.4982], [1.4430, -0.2502, -0.7949], [0.4034, 0.1927, 0.4255], [2.8456, -1.1900, -1.2660], [2.5373, -1.2554, -0.1516], [3.9016, -1.6489, -1.4103], [2.0461, -1.8230, -1.8205], [2.8479, -0.0939, -1.6788], [-0.8691, -3.6674, 2.0294], [-1.6831, -3.7282, 0.9689], [-1.4968, -3.0379, 3.0336], [-0.6134, -4.9267, 2.4117], [0.7610, -2.7664, 1.6796], [1.5302, -2.8710, 2.9218], [1.3354, -3.4041, 0.5126], [0.3725, -1.3683, 1.4468], [3.9037, 2.5732, 2.8988], [3.5962, 1.8326, 1.6380], [4.6685, 0.7754, 1.3384], [2.3259, 1.2008, 1.7145], [4.8709, 3.0875, 2.9440], [3.9698, 1.8606, 3.7263], [3.1956, 3.3941, 3.0552], [3.6151, 2.5134, 0.7759], [4.8191, 0.2132, 2.2654], [5.6126, 1.1109, 0.9070], [4.2783, 0.0660, 0.6026], [2.3293, 0.7685, 2.6145], [-0.3084, 0.9448, 3.7996], [0.8236, 0.5141, 4.7376], [0.2852, -0.4958, 5.7535], [1.8639, -0.1565, 4.0411], [-0.5989, 0.1496, 3.1148], [0.0690, 1.7837, 3.2071], [-1.1452, 1.3403, 4.3778], [1.2134, 1.4045, 5.2346], [1.0146, -0.6408, 6.5471], [0.0162, -1.3975, 5.1954], [-0.7000, -0.2585, 6.1740], [1.5061, -0.9068, 3.5258], [-0.4162, 1.1694, -3.3029], [-1.1005, 1.2592, -4.6978], [-1.9743, 0.0718, -4.9793], [-1.8353, 2.5071, -4.7742], [-1.1263, 1.4830, -2.5408], [0.4003, 1.8954, -3.3142], [-0.0101, 0.1670, -3.2042], [-0.3177, 1.3741, -5.4542], [-2.4170, 0.0880, -5.9731], [-2.7187, -0.0256, -4.1849], [-1.3958, -0.8449, -4.8528], [-1.3805, 3.1015, -4.1717], [-0.5659, 4.2426, -1.0609], [0.6472, 4.1497, -0.1390], [0.2130, 3.9952, 1.3051], [1.4633, 3.0322, -0.5430], [-1.2285, 5.0645, -0.7935], [-1.0938, 3.2885, -1.1025], [-0.2404, 4.4121, -2.0915], [1.1988, 5.0813, -0.3161], [-0.4187, 4.7961, 1.6910], [1.0164, 3.7975, 2.0201], [-0.3711, 3.0731, 1.4105], [2.3382, 3.4019, -0.3737], [-5.3952, -0.5406, 0.2332], [-4.1994, -0.2402, -0.6511], [-2.9143, -0.7763, -0.0222], [-4.3157, -0.7573, -1.9888], [-6.3712, -0.3329, -0.2056], [-5.3085, 0.0636, 1.1371], [-5.3470, -1.6029, 0.4880], [-4.1349, 0.8553, -0.6919], [-2.0518, -0.5249, -0.6426], [-2.9749, -1.8648, 0.0057], [-2.6818, -0.4108, 0.9792], [-4.2627, 0.0339, -2.5320], [-0.5079, -2.5585, -2.5526], [-0.3103, -4.0341, -2.1951], [-1.2590, -4.9000, -2.9812], [1.0344, -4.3940, -2.5561], [-0.1770, -1.9988, -1.6756], [-1.5690, -2.2818, -2.6190], [-0.0067, -2.1607, -3.4342], [-0.4684, -4.0841, -1.1236], [-2.2900, -4.5543, -2.8154], [-1.3040, -5.9360, -2.6344], [-1.1809, -4.8572, -4.0710], [1.0456, -4.3644, -3.5177]], "lowdin_charge": [0.106, 0.088, 0.027, 0.100, -0.413, -0.039, -0.026, -0.037, -0.026, -0.640, 0.113, 0.106, 0.118, 0.522, -0.316, -0.277, -0.356, -0.065, -0.499, -0.034, -0.073, 0.080, 0.085, 0.068, 0.115, 0.086, 0.077, 0.053, 0.064, -0.047, -0.459, -0.051, -0.078, 0.067, 0.049, 0.079, 0.135, 0.077, 0.081, 0.073, 0.055, -0.041, -0.462, -0.047, -0.069, 0.068, 0.083, 0.069, 0.130, 0.080, 0.068, 0.069, 0.055, -0.054, -0.449, -0.049, -0.061, 0.083, 0.070, 0.076, 0.140, 0.083, 0.065, 0.077, 0.092, -0.065, -0.492, -0.049, -0.051, 0.073, 0.078, 0.081, 0.129, 0.061, 0.076, 0.082, 0.068, -0.072, -0.462, -0.076, -0.047, 0.053, 0.069, 0.072, 0.108, 0.074, 0.075, 0.078, 0.076], "homo_lumo_gap_ha": 0.2879, "total_energy_ev": -60733.41153, "charge": -1, "lumo_energy_ev": 2.168}